{"formula": "C12H43N3O8", "method": "wB97M-V/def2-TZVPD", "species": ["C", "C", "C", "O", "C", "N", "H", "H", "H", "H", "H", "H", "H", "H", "H", "H", "H", "C", "C", "C", "O", "C", "N", "H", "H", "H", "H", "H", "H", "H", "H", "H", "H", "H", "C", "C", "C", "O", "C", "N", "H", "H", "H", "H", "H", "H", "H", "H", "H", "H", "H", "O", "H", "H", "O", "H", "H", "O", "H", "H", "O", "H", "H", "O", "H", "H"], "positions_angstrom": [[2.026, -2.834, -0.054], [3.451, -2.421, -0.469], [4.256, -1.780, 0.718], [5.412, -1.179, 0.192], [6.242, -0.409, 1.044], [4.159, -3.555, -1.063], [1.451, -1.947, 0.213], [1.912, -3.482, 0.815], [1.638, -3.301, -0.959], [3.499, -1.707, -1.292], [4.517, -2.529, 1.466], [3.687, -0.999, 1.223], [7.042, 0.011, 0.435], [6.747, -1.061, 1.757], [5.750, 0.517, 1.343], [5.030, -3.277, -1.492], [3.683, -3.826, -1.912], [0.095, 3.123, 4.298], [0.026, 4.311, 3.404], [-0.779, 4.076, 2.082], [0.035, 3.230, 1.210], [-0.549, 3.146, -0.089], [-0.588, 5.334, 4.264], [0.623, 3.340, 5.227], [0.715, 2.384, 3.790], [-0.911, 2.731, 4.449], [0.995, 4.682, 3.073], [-1.074, 4.974, 1.540], [-1.718, 3.571, 2.312], [-0.955, 4.065, -0.512], [-1.407, 2.478, -0.024], [0.130, 2.719, -0.827], [-1.424, 4.978, 4.705], [0.059, 5.623, 4.985], [-0.392, -2.461, -4.754], [-1.105, -1.330, -3.943], [-2.624, -1.641, -3.668], [-3.256, -0.437, -3.485], [-4.693, -0.550, -3.394], [-0.333, -1.086, -2.780], [-0.304, -3.429, -4.262], [0.637, -2.211, -5.016], [-0.939, -2.689, -5.668], [-1.167, -0.496, -4.643], [-2.845, -2.404, -2.921], [-3.057, -2.013, -4.597], [-4.814, -0.414, -2.319], [-5.167, -1.473, -3.728], [-5.058, 0.388, -3.812], [-0.542, -1.880, -2.193], [-0.845, -0.453, -2.182], [-1.399, -3.664, 0.439], [-1.984, -3.902, 1.158], [-1.600, -2.746, 0.259], [-3.668, 1.094, 0.438], [-3.682, 2.013, 0.705], [-4.502, 0.962, -0.013], [-2.327, 0.629, 2.825], [-1.420, 0.621, 2.518], [-2.851, 0.660, 2.025], [-1.966, -1.030, -0.019], [-2.518, -0.249, 0.011], [-1.300, -0.879, 0.651], [0.307, 0.173, 2.049], [0.454, -0.545, 2.664], [1.186, 0.461, 1.802]], "forces_ev_per_a": [[0.6190, 0.7176, -0.5845], [0.9720, 0.4575, 0.8197], [-0.1467, -0.2540, -0.6902], [0.6413, 0.1216, -0.8094], [0.1079, -0.1785, -1.2337], [0.4204, -1.0412, 0.1430], [-0.1683, 0.1324, -0.3944], [0.5537, -0.3535, -0.2353], [-0.6380, -0.0863, 0.3495], [-0.9832, 0.9237, 0.4534], [0.0162, -0.3331, 0.0870], [-0.5665, 0.0648, 0.0273], [0.1173, -0.3832, -0.3988], [-0.3999, 0.3930, 0.7231], [-0.3871, -0.3299, 1.0420], [0.5434, 0.4842, 0.6085], [-0.7633, -0.3053, 0.0818], [1.2332, -1.5793, -1.0447], [-0.9862, 1.1219, 0.0042], [0.8442, -0.8350, 0.2767], [-0.5895, 1.2474, -0.0682], [-0.4790, -0.7397, 0.3208], [-0.3707, 1.3002, -1.1932], [-0.3145, 0.1587, 0.0711], [-0.2260, -0.6537, 0.1081], [0.1101, -0.1518, 0.2500], [0.1558, -0.0778, 0.2071], [0.4615, 0.4105, 0.2245], [-0.1990, -0.3980, 0.1310], [0.3357, 0.5354, 0.3344], [-0.1962, -0.2938, -0.1295], [0.3054, 0.0176, 0.3721], [0.0115, -0.0696, 0.1088], [-0.0481, -0.0675, 0.0102], [-0.5849, -0.0890, -0.0427], [-1.0044, -1.9375, -1.6450], [1.2616, -0.7484, -1.9628], [-1.1848, 0.8932, 0.2423], [1.4102, 1.5689, 1.5304], [-0.0405, 0.4189, 1.5120], [-0.2442, 0.0694, 0.5874], [-0.1153, 0.4290, 0.0275], [-0.0042, 0.2128, -0.1755], [0.2911, 0.4368, 0.3285], [0.3201, 0.0665, 0.6240], [0.2079, -0.7008, -0.4043], [-0.8952, -0.4975, 0.2553], [0.3202, 0.1175, -0.3584], [-0.4121, -0.4313, -0.5165], [0.7074, -0.9095, 0.1652], [0.0092, 1.0808, -0.0997], [0.4073, -0.6156, 0.0621], [-0.1246, -0.0952, 0.1332], [-0.3931, 0.3469, -0.2504], [-0.2050, 0.1053, -0.1870], [0.1458, 0.3995, 0.0738], [-0.3109, -0.1955, -0.1514], [-0.2627, 0.0854, 0.5178], [0.5328, 0.1851, -0.0440], [-0.2919, -0.1825, -0.0709], [0.2878, -0.3758, -0.3235], [-0.3009, 0.3403, -0.0284], [0.4332, 0.3081, 0.3108], [-0.1547, -0.2479, -0.1285], [0.0327, -0.3258, 0.2580], [0.1758, 0.3325, -0.2116]], "mulliken_charge": [-0.843, 0.628, -0.520, -0.297, -0.779, -0.867, 0.015, 0.335, 0.226, 0.254, 0.371, 0.133, 0.266, 0.294, 0.293, 0.272, 0.249, -1.180, 0.373, -0.551, -0.257, -0.588, -0.773, 0.452, 0.082, 0.344, 0.295, 0.441, 0.184, 0.394, 0.051, 0.275, 0.269, 0.269, -1.544, 0.417, -0.643, -0.328, -0.693, -0.620, 0.316, 0.370, 0.419, 0.299, 0.319, 0.499, 0.115, 0.372, 0.275, 0.146, 0.295, -0.631, 0.294, 0.410, -0.633, 0.251, 0.237, -0.615, 0.340, 0.456, -0.537, 0.155, 0.356, -0.650, 0.257, 0.186], "smiles": "COC[C@H](C)N.COC[C@H](C)N.COC[C@H](C)N.O.O.O.O.O", "fmax_ha_per_bohr": 0.053, "spin_multiplicity": 1, "charge": 0, "e_homo_ev": -8.932, "homo_lumo_gap_ha": 0.32820, "de_lowest_kcal_mol": 63.7}